Record 1
Below is an isolated molecule of C5H11NO at a distorted geometry, with properties calculated with ωB97M-V/def2-TZVPD.

ORCA input file:
```
! RIJCOSX wB97M-V def2-TZVPD def2/J DEFGRID3
* xyz 0 1
H 1.7529 0.4236 -1.6449
H -0.9196 -0.3141 2.7003
C -0.0343 0.2375 2.3816
H -0.9235 -0.6147 -2.0697
H 1.0662 -0.4271 -3.0331
C 0.8649 0.3557 -2.2820
H -1.9646 1.1481 0.0649
C -0.1694 0.8376 0.6267
H -0.0407 1.1958 2.9026
H 0.0106 -2.4440 -0.5706
H 0.9011 -0.2804 2.5908
O -1.2870 1.6374 0.5593
H 0.7551 1.3843 0.4703
C -0.0743 -1.7834 0.2856
H 0.7700 1.3152 -2.8092
C -0.2451 -0.4879 0.1127
N -0.3488 0.0527 -1.5558
H -0.1135 -2.2364 1.2704
*
```

Calculated values
**Energy above the lowest of the compared OMol25 structures with the same formula, charge and spin**: 107.68 kcal per mole

These are the Löwdin partial charges, in e, on atoms 1 to 2: 0.0723 0.0529

---

Record 2
Below is a structure of composition C5H11NO, with properties calculated with ωB97M-V/def2-TZVPD.

ORCA input file:
```
! RIJCOSX wB97M-V def2-TZVPD def2/J DEFGRID3
* xyz 0 1
C 1.3967 -0.3240 -0.7709
H 0.3822 -0.5162 2.4215
C -0.0255 -0.9136 -2.3332
H -0.4692 0.0817 -2.1370
H -1.9798 -0.0600 1.4800
H 1.1675 -0.8151 -2.0072
H 2.2140 -1.0154 -0.5394
H -2.2221 0.9863 0.0656
H -0.9726 -1.5695 -0.8076
C -1.6635 0.8730 1.0019
H 1.7676 0.4735 1.7262
C -0.1784 0.8533 0.7420
H -1.9346 1.7043 1.6618
C 0.7618 0.0769 1.5911
O -0.6530 -1.8931 -1.6777
N 0.3986 -0.3909 0.2600
H 1.7798 0.6853 -0.9736
H 0.2305 1.7635 0.2967
*
```

Calculated values
**Energy above the lowest of the compared OMol25 structures with the same formula, charge and spin**: 135.71 kcal per mole

These are the Löwdin partial charges, in e, on atoms 1 to 2: -0.1112 0.1100

---

Record 3
Below is a structure of composition C5H11NO at a distorted geometry, with properties calculated with ωB97M-V/def2-TZVPD.

ORCA input file:
```
! RIJCOSX wB97M-V def2-TZVPD def2/J DEFGRID3
* xyz 0 1
H 0.2122 0.4419 1.8483
N -0.8902 -1.3862 0.1867
C 0.9624 0.7552 1.1287
C -0.6493 -0.2561 -0.6630
H 1.9470 0.4585 1.4926
H -0.6925 -0.4216 -1.7433
H -1.2556 1.9651 -1.0656
C -1.6091 1.1795 -0.4048
C 0.5154 -1.7817 0.1767
C 0.7009 0.0923 -0.1980
H -2.6115 0.8569 -0.6732
H -1.5683 -2.0490 -0.1734
H -1.6296 1.4785 0.6381
H 0.8372 -2.4367 -0.6346
H 0.9617 1.8403 1.0215
H 0.8944 -2.0891 1.1495
H 2.3560 0.8387 -0.8673
O 1.5189 0.5138 -1.2188
*
```

Calculated values
**Energy above the lowest of the compared OMol25 structures with the same formula, charge and spin**: 73.49 kcal per mole

These are the Löwdin partial charges, in e, on atoms 1 to 2: 0.0883 -0.0476

---

no.,HOMO-LUMO gap (eV)
1,9.46
2,8.85
3,9.14